Record 1
Below is C4H9NO2 in the gas phase, with properties calculated with ωB97M-V/def2-TZVPD.

Summary:
ΔE to the lowest compared entry with this formula, charge and spin = 95.1 kcal per mole
orbital gap = 10.04 eV
LUMO level = 0.666 eV
HOMO energy = -9.371 eV
SMILES = N[C@H](C=O)CCO
strongest force on any atom = 4.930 eV Å⁻¹

Each line ends with the natural charge from an NBO analysis.
Geometry (Å):
N (-0.014, -0.826, 1.662)  -0.82
C (0.046, 0.443, 0.914)  -0.15
C (-1.406, 1.002, 0.700)  0.37
O (-2.359, 0.474, 1.240)  -0.56
C (-0.174, 0.112, -0.838)  -0.43
C (1.043, -0.688, -1.377)  -0.08
O (2.278, -0.282, -0.791)  -0.69
H (-0.661, -0.674, 2.439)  0.37
H (-0.462, -1.512, 1.064)  0.35
H (0.619, 1.114, 1.579)  0.24
H (-1.675, 1.755, -0.070)  0.13
H (-0.055, 1.155, -1.162)  0.20
H (-1.130, -0.251, -1.240)  0.25
H (1.005, -0.679, -2.496)  0.17
H (0.905, -1.739, -1.151)  0.17
H (2.039, 0.597, -0.474)  0.46

Record 2
Below is an isolated ion of composition C3H4NO2 and charge +1, with properties calculated with ωB97M-V/def2-TZVPD.

Summary:
ΔE to the lowest compared entry with this formula, charge and spin = 133.8 kcal per mole
orbital gap = 12.30 eV
LUMO level = -4.145 eV
HOMO energy = -16.441 eV
SMILES = C1O/C1=[N+]1\CO1
net charge = +1
strongest force on any atom = 5.639 eV Å⁻¹

Each line ends with the natural charge from an NBO analysis.
Geometry (Å):
C (1.927, 0.680, 0.010)  -0.11
O (1.649, -0.751, -0.087)  -0.31
C (0.646, -0.040, -0.036)  0.62
N (-0.632, -0.084, 0.059)  -0.09
C (-1.897, -0.600, -0.001)  0.12
O (-1.695, 0.752, -0.094)  -0.21
H (2.372, 1.268, -0.910)  0.28
H (2.164, 1.103, 1.041)  0.26
H (-2.296, -1.283, -0.879)  0.24
H (-2.239, -1.046, 0.898)  0.22

Record 3
Below is C35H45Br3O8P as an isolated structure, with properties calculated with ωB97M-V/def2-TZVPD.

Summary:
orbital gap = 6.04 eV
LUMO level = 1.168 eV
HOMO energy = -4.874 eV
net charge = -1
strongest force on any atom = 3.624 eV Å⁻¹

Each line ends with the Mulliken charge.
Geometry (Å):
C (5.685, 0.144, 2.607)  -0.74
C (4.981, -1.173, 3.007)  -0.48
C (4.618, -2.034, 1.785)  -0.90
C (3.364, -1.533, 1.029)  -0.22
C (3.679, -0.638, -0.232)  -0.88
C (2.916, 0.688, -0.070)  0.34
C (2.727, 1.497, -1.392)  -0.90
C (3.556, 2.793, -1.491)  -1.01
C (3.263, 3.776, -0.320)  0.06
C (2.265, 4.843, -0.818)  -0.17
C (2.150, 6.083, 0.084)  -1.05
C (1.957, 5.759, 1.590)  -0.49
C (0.531, 5.948, 2.140)  -1.38
C (-0.551, 5.115, 1.377)  -0.11
C (-0.113, 3.634, 1.441)  0.18
C (-1.103, 2.595, 0.948)  0.12
C (-1.840, 2.644, -0.224)  2.32
C (-1.761, 3.825, -1.183)  -1.78
C (-2.693, 1.621, -0.611)  -1.81
C (-2.797, 0.521, 0.188)  0.76
C (-2.095, 0.433, 1.384)  0.33
C (-1.259, 1.463, 1.749)  0.38
C (-0.488, 1.314, 3.079)  -0.23
O (-0.955, 2.000, 4.021)  -0.78
O (0.514, 0.569, 3.119)  -0.69
C (-2.264, -0.820, 2.201)  -0.32
O (-2.376, -0.843, 3.407)  -0.56
C (-2.314, -2.086, 1.355)  0.94
C (-1.698, -3.228, 1.785)  -1.23
C (-1.739, -4.320, 0.958)  -1.15
C (-2.378, -4.279, -0.260)  1.50
P (-2.225, -5.849, -1.199)  -0.18
O (-3.343, -6.915, -0.627)  -0.44
O (-2.459, -5.594, -2.832)  -0.35
C (-3.040, -3.108, -0.686)  0.41
C (-3.756, -2.983, -2.022)  -0.94
C (-5.034, -3.870, -2.203)  -0.24
C (-5.703, -4.203, -0.870)  0.26
O (-6.151, -3.310, -0.189)  -0.47
O (-5.739, -5.530, -0.484)  -0.47
C (-2.992, -2.004, 0.156)  0.08
C (-3.654, -0.666, -0.166)  -0.35
O (-4.771, -0.559, -0.629)  -0.58
H (6.632, -0.110, 2.119)  0.29
H (5.851, 0.800, 3.467)  0.38
H (5.037, 0.671, 1.900)  -0.12
H (5.683, -1.702, 3.670)  0.33
H (4.091, -0.988, 3.619)  0.31
H (5.488, -2.206, 1.138)  0.40
H (4.357, -3.018, 2.206)  0.29
H (2.709, -2.373, 0.776)  0.45
H (2.800, -0.912, 1.737)  0.11
H (4.768, -0.512, -0.224)  0.35
H (3.362, -1.224, -1.101)  0.42
H (1.917, 0.431, 0.293)  0.01
H (3.473, 1.315, 0.631)  -0.19
H (1.654, 1.654, -1.560)  0.30
H (3.064, 0.842, -2.212)  0.41
H (3.294, 3.261, -2.449)  0.41
H (4.623, 2.542, -1.533)  0.31
H (2.793, 3.214, 0.489)  -0.01
H (4.198, 4.251, 0.000)  0.52
H (1.288, 4.350, -0.893)  -0.29
H (2.527, 5.163, -1.834)  0.53
H (3.050, 6.698, -0.040)  0.40
H (1.295, 6.699, -0.230)  0.47
H (2.295, 4.760, 1.875)  0.30
H (2.603, 6.458, 2.142)  0.42
H (0.538, 5.534, 3.160)  0.44
H (0.226, 6.999, 2.226)  0.42
H (-1.508, 5.248, 1.888)  0.39
H (-0.551, 5.518, 0.362)  0.11
H (0.803, 3.484, 0.856)  -1.33
H (0.183, 3.442, 2.477)  0.58
H (-2.176, 3.582, -2.165)  0.42
H (-2.429, 4.602, -0.780)  0.29
H (-0.771, 4.273, -1.250)  0.22
H (-3.256, 1.705, -1.535)  0.52
H (-1.207, -3.212, 2.751)  0.59
H (-1.250, -5.236, 1.284)  0.30
H (-2.957, -7.789, -0.743)  0.36
H (-1.710, -5.058, -3.124)  0.33
H (-3.020, -3.240, -2.792)  0.43
H (-4.043, -1.957, -2.240)  0.49
H (-4.756, -4.746, -2.795)  0.15
H (-5.729, -3.289, -2.817)  0.43
H (-5.033, -5.619, 0.174)  0.31
C (-2.972, -7.215, -5.853)  -0.06
Br (-3.427, -5.364, -6.116)  -0.03
Br (-4.538, -8.338, -5.838)  -0.01
Br (-1.669, -7.820, -7.140)  -0.03
H (-2.516, -7.290, -4.875)  0.10

Record 4
Below is an isolated ion of composition C8H14NS and charge +1, with properties calculated with ωB97M-V/def2-TZVPD.

Summary:
ΔE to the lowest compared entry with this formula, charge and spin = 77.6 kcal per mole
orbital gap = 8.12 eV
LUMO level = -5.714 eV
HOMO energy = -13.835 eV
net charge = +1
strongest force on any atom = 3.677 eV Å⁻¹

Each line ends with the natural charge from an NBO analysis.
Geometry (Å):
C (-0.400, -0.495, -0.312)  0.12
C (-1.675, -2.497, 0.466)  0.26
C (0.264, 0.646, 0.520)  -0.21
C (-1.169, 0.901, -0.087)  -0.17
C (0.107, -0.727, -1.695)  -0.62
C (0.678, 0.572, 1.985)  -0.60
C (-1.411, 1.830, -1.272)  -0.62
C (0.814, -2.525, 0.243)  -0.40
N (-0.549, -1.868, 0.310)  -0.41
S (-3.182, -2.916, 0.550)  0.46
H (1.114, 1.159, 0.073)  0.22
H (-1.886, 0.895, 0.690)  0.23
H (0.395, 0.281, -2.104)  0.25
H (-0.658, -1.162, -2.257)  0.22
H (0.951, -1.300, -1.600)  0.21
H (1.154, 1.576, 2.050)  0.24
H (1.337, -0.214, 2.095)  0.21
H (-0.166, 0.486, 2.587)  0.21
H (-1.789, 2.778, -0.906)  0.24
H (-2.136, 1.412, -1.899)  0.23
H (-0.486, 2.123, -1.728)  0.22
H (0.970, -3.237, 1.071)  0.25
H (1.498, -1.694, 0.319)  0.24
H (0.965, -3.082, -0.676)  0.24

Record 5
Below is C19H25As2CrO3 as an isolated structure, with properties calculated with ωB97M-V/def2-TZVPD.

Summary:
ΔE to the lowest compared entry with this formula, charge and spin = 4.1 kcal per mole
orbital gap (alpha / beta) = 8.30 / 8.21 eV
LUMO level (alpha / beta) = -2.435 / -2.720 eV
HOMO energy (alpha / beta) = -10.734 / -10.926 eV
net charge = +1
expectation value of S² = 6.02
strongest force on any atom = 0.681 eV Å⁻¹
spin multiplicity = 5

Each line ends with the natural charge from an NBO analysis.
Geometry (Å):
Cr (0.218, 0.286, -0.042)  1.14
C (-1.573, -2.054, -2.907)  -0.92
As (-0.673, -1.855, -1.205)  0.89
C (-1.887, -2.732, 0.029)  -0.93
C (0.799, -3.117, -1.299)  -0.39
C (0.552, -4.460, -1.561)  -0.20
C (1.591, -5.379, -1.566)  -0.18
C (2.886, -4.958, -1.306)  -0.18
C (3.145, -3.618, -1.057)  -0.23
C (2.109, -2.689, -1.055)  -0.23
As (2.459, -0.797, -0.780)  0.87
C (4.229, -0.726, -0.007)  -0.93
C (2.781, -0.215, -2.609)  -0.93
H (-1.903, -3.085, -3.025)  0.24
H (-0.891, -1.796, -3.713)  0.25
H (-2.435, -1.391, -2.937)  0.25
H (-2.142, -3.728, -0.333)  0.24
H (-2.791, -2.131, 0.117)  0.25
H (-1.412, -2.814, 1.005)  0.25
H (-0.456, -4.808, -1.756)  0.22
H (1.389, -6.423, -1.766)  0.23
H (3.698, -5.673, -1.300)  0.23
H (4.164, -3.309, -0.862)  0.22
H (4.959, -1.147, -0.695)  0.24
H (4.250, -1.269, 0.936)  0.25
H (4.474, 0.318, 0.181)  0.25
H (3.554, -0.833, -3.062)  0.24
H (3.095, 0.828, -2.606)  0.24
H (1.862, -0.307, -3.186)  0.24
C (-5.015, 4.676, -0.646)  -0.26
O (-4.343, 4.966, 0.575)  -0.47
C (-3.291, 4.213, 0.916)  0.40
C (-2.658, 4.592, 2.126)  -0.30
C (-1.586, 3.881, 2.557)  -0.11
C (-1.065, 2.774, 1.830)  -0.30
C (0.107, 2.118, 2.296)  0.60
C (0.717, 2.445, 3.630)  -0.70
O (0.735, 1.250, 1.622)  -0.73
C (-1.726, 2.392, 0.624)  0.45
O (-1.379, 1.360, -0.095)  -0.80
C (-2.837, 3.136, 0.185)  -0.40
H (-5.777, 5.441, -0.751)  0.21
H (-5.484, 3.692, -0.603)  0.19
H (-4.324, 4.728, -1.489)  0.19
H (-3.045, 5.441, 2.671)  0.24
H (-1.102, 4.183, 3.475)  0.22
H (1.299, 3.365, 3.542)  0.25
H (1.391, 1.640, 3.908)  0.24
H (-0.028, 2.591, 4.407)  0.24
H (-3.316, 2.812, -0.726)  0.23

Record 6
Below is C9H14GdN2P as an isolated structure, with properties calculated with ωB97M-V/def2-TZVPD.

Summary:
ΔE to the lowest compared entry with this formula, charge and spin = 1.9 kcal per mole
orbital gap (alpha / beta) = 5.58 / 4.74 eV
LUMO level (alpha / beta) = -0.257 / -0.061 eV
HOMO energy (alpha / beta) = -5.842 / -4.800 eV
expectation value of S² = 16.20
strongest force on any atom = 4.026 eV Å⁻¹
spin multiplicity = 8

Each line ends with the Mulliken spin population.
Geometry (Å):
C (1.938, -0.278, -1.808)  0.03
C (1.383, -1.451, -2.341)  0.00
C (0.009, -1.221, -2.658)  0.01
C (-0.318, 0.136, -2.359)  0.00
C (0.805, 0.777, -1.820)  0.00
Gd (2.274, 1.264, 1.769)  6.91
P (0.660, 3.445, 1.122)  -0.01
H (2.966, -0.104, -1.476)  -0.04
H (1.924, -2.387, -2.478)  0.00
H (-0.669, -1.959, -3.087)  0.00
H (0.901, 1.825, -1.533)  0.00
H (-1.287, 0.608, -2.530)  0.00
H (-0.588, 3.335, 0.422)  -0.02
H (1.181, 4.568, 0.382)  -0.01
H (0.141, 4.164, 2.266)  0.00
C (-1.641, -2.291, 0.423)  0.00
N (-0.962, -1.248, 1.192)  -0.01
C (-1.562, -0.250, 1.959)  -0.01
C (-0.569, 0.488, 2.507)  0.05
N (0.655, -0.051, 2.082)  0.10
C (0.358, -1.079, 1.241)  0.05
H (-1.146, -3.258, 0.593)  0.00
H (-2.683, -2.353, 0.753)  0.00
H (-1.615, -2.072, -0.653)  0.00
H (-2.635, -0.171, 2.065)  0.00
H (-0.585, 1.323, 3.185)  -0.04
H (1.065, -1.761, 0.785)  -0.01

Record 7
Below is C35H44CaI2N4OSbSi2Te as an isolated structure, with properties calculated with ωB97M-V/def2-TZVPD.

Summary:
ΔE to the lowest compared entry with this formula, charge and spin = 0.0 kcal per mole
orbital gap = 6.91 eV
LUMO level = -2.635 eV
HOMO energy = -9.540 eV
net charge = +1
strongest force on any atom = 1.747 eV Å⁻¹

Each line ends with the Mulliken charge.
Geometry (Å):
Ca (14.065, 13.771, 10.356)  1.76
C (13.574, 16.419, 8.090)  -1.27
C (14.419, 17.031, 9.198)  0.72
C (14.685, 18.412, 9.272)  -0.90
C (15.449, 18.922, 10.319)  -0.60
C (15.997, 18.036, 11.240)  -0.91
C (15.734, 16.671, 11.062)  -0.27
N (14.920, 16.176, 10.107)  0.67
Sb (16.880, 15.401, 12.455)  0.82
C (15.337, 14.230, 13.496)  -0.36
C (15.422, 14.221, 14.865)  -0.75
C (14.507, 13.494, 15.597)  -0.71
C (13.551, 12.784, 14.907)  -0.92
C (13.483, 12.865, 13.508)  0.60
C (12.362, 12.171, 12.730)  -1.23
N (14.356, 13.623, 12.825)  1.05
C (17.501, 13.909, 11.033)  -0.12
C (18.769, 13.340, 11.268)  -0.77
C (19.342, 12.616, 10.236)  -0.67
C (18.717, 12.543, 9.008)  -0.68
C (17.417, 13.057, 8.873)  0.66
C (16.550, 12.889, 7.658)  -0.99
N (16.827, 13.693, 9.886)  0.35
H (12.773, 17.091, 7.768)  0.47
H (13.084, 15.502, 8.434)  0.01
H (14.190, 16.240, 7.229)  0.33
H (14.298, 19.038, 8.478)  0.52
H (15.593, 19.981, 10.371)  0.46
H (16.597, 18.429, 12.045)  0.49
H (16.257, 14.699, 15.363)  0.47
H (14.533, 13.480, 16.687)  0.42
H (12.761, 12.248, 15.408)  0.57
H (11.924, 11.379, 13.313)  0.61
H (12.751, 11.739, 11.797)  0.01
H (11.560, 12.853, 12.477)  0.22
H (19.354, 13.518, 12.154)  0.49
H (20.339, 12.207, 10.316)  0.49
H (19.231, 12.047, 8.185)  0.48
H (17.096, 12.988, 6.742)  0.56
H (15.716, 13.599, 7.653)  0.01
H (16.139, 11.875, 7.585)  -0.13
I (9.911, 10.440, 9.194)  0.06
C (9.839, 12.471, 9.595)  -0.31
C (8.565, 13.051, 9.667)  -0.50
C (8.435, 14.332, 10.054)  -0.53
I (6.499, 15.185, 10.017)  0.07
C (9.566, 15.050, 10.508)  1.21
C (9.461, 16.332, 11.140)  -0.55
C (10.578, 16.958, 11.616)  -1.31
C (11.806, 16.292, 11.449)  -0.40
N (11.948, 15.123, 10.864)  0.65
C (10.827, 14.460, 10.399)  -0.43
C (11.031, 13.128, 9.819)  0.27
O (12.228, 12.580, 9.635)  -0.68
H (7.732, 12.437, 9.393)  0.39
H (8.479, 16.822, 11.180)  0.13
H (10.555, 17.954, 12.045)  0.45
H (12.712, 16.757, 11.830)  0.42
C (18.481, 9.193, 12.026)  -1.02
Si (16.901, 9.320, 13.066)  0.12
C (16.717, 11.046, 13.771)  0.10
C (16.912, 7.913, 14.260)  -1.13
C (15.443, 9.112, 11.907)  -1.02
Te (15.358, 10.472, 10.272)  0.11
C (13.888, 9.339, 9.253)  -0.53
Si (14.569, 8.176, 7.974)  0.20
C (13.202, 7.483, 6.874)  -1.05
C (15.755, 9.140, 6.878)  -1.08
C (15.487, 6.725, 8.736)  -1.03
H (19.366, 9.497, 12.574)  0.38
H (18.477, 9.762, 11.110)  0.26
H (18.642, 8.148, 11.787)  0.35
H (17.470, 11.281, 14.516)  0.51
H (15.698, 11.123, 14.147)  -0.10
H (16.816, 11.754, 12.959)  -0.43
H (17.720, 8.034, 14.956)  0.35
H (17.041, 7.022, 13.675)  0.31
H (15.953, 7.813, 14.760)  0.34
H (14.478, 9.201, 12.398)  0.59
H (15.549, 8.164, 11.376)  0.29
H (13.237, 10.091, 8.776)  0.08
H (13.272, 8.941, 10.053)  0.57
H (12.713, 8.264, 6.273)  0.32
H (12.414, 6.963, 7.443)  0.32
H (13.654, 6.785, 6.165)  0.31
H (15.294, 10.015, 6.378)  0.30
H (16.061, 8.479, 6.069)  0.43
H (16.676, 9.433, 7.378)  0.32
H (14.798, 6.054, 9.236)  0.34
H (16.284, 6.948, 9.464)  0.26
H (15.931, 6.188, 7.897)  0.36

Number 1: electronic energy -9875.938 eV. Number 2: electronic energy -8747.187 eV. Number 3: electronic energy -272823.554 eV. Number 4: electronic energy -20838.457 eV. Number 5: electronic energy -176345.099 eV. Number 6: electronic energy -42657.675 eV. Number 7: electronic energy -109243.230 eV.